[1]
Formula: C30H45AsMnN5
Source: the OMol25 dataset
Level of theory: ωB97M-V with the def2-TZVPD basis set

Each line ends with the Löwdin spin population.
Atoms and positions in Å:
Mn: 2.57 -19.50 3.19  4.62
N: 4.31 -20.36 2.23  0.05
C: 5.52 -20.47 3.09  0.01
C: 5.17 -21.21 4.38  0.00
N: 4.05 -20.63 5.12  0.03
C: 3.15 -21.65 5.70  0.00
C: 2.03 -22.14 4.77  0.01
N: 1.30 -20.99 4.18  0.04
C: 4.44 -19.55 6.02  0.00
C: 3.35 -18.51 6.16  0.01
N: 2.96 -18.03 4.82  0.04
H: 4.09 -21.25 1.83  0.01
H: 4.50 -19.70 1.46  0.00
H: 5.83 -19.44 3.34  0.00
H: 6.31 -20.94 2.55  0.00
H: 6.09 -21.32 4.94  0.00
H: 4.89 -22.25 4.08  0.00
H: 2.62 -21.17 6.54  0.00
H: 3.69 -22.49 6.13  0.00
H: 1.33 -22.81 5.29  0.00
H: 2.44 -22.76 3.95  0.00
H: 0.75 -20.53 4.90  0.00
H: 0.64 -21.33 3.47  0.00
H: 5.29 -19.06 5.59  0.00
H: 4.71 -19.85 7.05  0.00
H: 3.72 -17.68 6.75  0.00
H: 2.45 -18.88 6.68  0.00
H: 3.69 -17.46 4.42  0.00
H: 2.16 -17.43 4.85  0.00
C: 0.50 -21.95 -4.57  0.00
C: 0.45 -21.18 -3.27  0.00
C: -0.65 -21.24 -2.43  0.00
C: -0.66 -20.60 -1.22  0.00
C: -1.91 -20.65 -0.37  0.00
C: 0.45 -19.84 -0.80  0.01
As: 0.33 -19.19 1.08  0.02
N: 1.88 -18.39 1.63  0.07
C: 2.51 -17.22 1.27  0.01
C: 1.90 -16.23 0.47  0.01
C: 2.62 -15.11 0.04  0.00
C: 3.95 -14.96 0.47  0.01
C: 4.54 -15.85 1.33  0.00
C: 3.83 -16.99 1.71  0.02
C: -0.94 -17.73 1.24  0.01
C: -1.41 -17.48 2.54  0.00
C: -0.95 -18.30 3.74  0.00
C: -2.28 -16.44 2.80  0.00
C: -2.80 -15.63 1.78  0.00
C: -3.70 -14.49 2.06  0.00
C: -2.37 -15.92 0.50  0.00
C: -1.48 -16.95 0.21  0.00
C: -1.13 -17.16 -1.25  0.00
C: 1.58 -19.79 -1.63  0.00
C: 2.83 -18.98 -1.32  0.00
C: 1.55 -20.48 -2.83  0.00
H: -0.36 -22.58 -4.72  0.00
H: 1.39 -22.56 -4.64  0.00
H: 0.49 -21.27 -5.46  0.00
H: -1.49 -21.86 -2.70  0.00
H: -2.70 -21.23 -0.87  0.00
H: -2.29 -19.67 -0.21  0.00
H: -1.73 -21.16 0.61  0.00
H: 0.92 -16.38 0.09  0.00
H: 2.21 -14.38 -0.69  0.00
H: 4.52 -14.08 0.15  0.00
H: 5.55 -15.64 1.72  0.00
H: 4.36 -17.72 2.34  0.00
H: 0.13 -18.15 3.85  0.00
H: -1.18 -19.35 3.64  0.00
H: -1.41 -17.88 4.61  0.00
H: -2.63 -16.31 3.81  0.00
H: -3.44 -13.98 2.98  0.00
H: -4.77 -14.78 2.17  0.00
H: -3.64 -13.76 1.27  0.00
H: -2.79 -15.34 -0.30  0.00
H: -1.48 -16.30 -1.84  0.00
H: -1.57 -18.09 -1.64  0.00
H: -0.05 -17.25 -1.46  0.00
H: 3.26 -19.17 -0.33  0.00
H: 2.61 -17.91 -1.33  0.00
H: 3.60 -19.17 -2.07  0.00
H: 2.44 -20.46 -3.45  0.00

⟨S²⟩: 8.757
orbital gap (spin up / spin down): 7.30 / 7.43 eV
spin multiplicity: 6
LUMO energy (spin up / spin down): -2.2084 / -2.2351 eV
max |F|: 1.7 eV/Å
net charge: +1
E_HOMO (spin up / spin down): -9.51 / -9.66 eV

=====

[2]
Formula: C3H5LuO4
Source: the OMol25 dataset
Level of theory: ωB97M-V with the def2-TZVPD basis set

Each line ends with the natural charge from an NBO analysis.
Atoms and positions in Å:
O: 1.50 -0.96 -0.40  -0.40
C: 0.56 -0.43 0.33  1.05
C: 1.46 -0.40 -1.73  -0.11
O: 0.21 -0.91 1.41  -0.86
O: -0.08 0.54 -0.26  -0.45
C: 0.33 0.63 -1.64  -0.11
Lu: -1.43 -0.72 3.05  2.59
H: 1.26 -1.21 -2.43  0.24
H: 2.44 0.05 -1.94  0.25
H: -0.51 0.40 -2.31  0.24
H: 0.60 1.69 -1.81  0.24
O: -2.86 0.34 4.04  -1.21
H: -3.49 0.96 3.68  0.53

orbital gap: 7.83 eV
ΔE to the lowest compared entry with this formula, charge and spin: 8.2 kJ/mol
LUMO energy: -11.1011 eV
max |F|: 4.1 eV/Å
net charge: +2
E_HOMO: -18.93 eV

=====

[3]
Formula: C15H50N8O10
Source: the OMol25 dataset
Level of theory: ωB97M-V with the def2-TZVPD basis set

Each line ends with the Löwdin charge.
Atoms and positions in Å:
N: 22.27 -2.58 5.68  0.19
C: 23.03 -2.62 6.73  -0.56
N: 23.76 -3.74 6.87  0.17
O: 22.98 -1.66 7.72  -0.13
H: 21.63 -1.81 5.65  0.04
H: 22.31 -3.38 5.00  0.16
H: 24.35 -3.64 7.64  0.08
H: 23.97 -4.35 6.08  0.12
N: 20.82 4.04 10.91  0.10
C: 22.09 3.77 10.57  -0.56
N: 22.17 3.15 9.37  0.11
O: 23.18 4.03 11.39  -0.10
H: 20.78 4.43 11.89  0.17
H: 20.04 3.50 10.52  0.13
H: 23.06 2.71 9.05  0.08
H: 21.37 2.86 8.75  0.15
N: 20.35 -0.63 5.80  0.13
C: 21.20 0.26 5.46  -0.65
N: 21.90 0.68 6.45  0.17
O: 21.33 0.63 4.12  -0.13
H: 19.68 -0.93 5.07  0.16
H: 19.99 -0.86 6.73  0.08
H: 22.62 1.39 6.15  0.07
H: 22.35 0.05 7.12  0.06
N: 20.44 5.42 8.59  0.12
C: 21.10 5.67 7.48  -0.60
N: 22.18 4.93 7.37  0.16
O: 20.74 6.64 6.52  -0.17
H: 19.90 6.26 8.82  0.12
H: 20.74 4.86 9.46  0.05
H: 22.83 5.14 6.63  0.05
H: 22.52 4.31 8.16  0.08
C: 24.70 0.42 4.64  -0.04
C: 25.00 1.94 5.02  -0.26
O: 23.81 2.30 5.59  -0.13
H: 25.63 0.06 4.24  0.06
H: 23.94 0.34 3.87  0.07
H: 24.30 -0.03 5.57  0.06
H: 25.17 2.51 4.10  0.13
H: 25.76 2.01 5.82  0.12
H: 23.35 2.93 5.09  0.09
C: 22.72 -3.54 10.57  -0.10
C: 22.80 -5.07 10.54  -0.28
O: 23.88 -5.38 9.62  -0.10
H: 22.64 -3.08 9.59  0.03
H: 23.65 -3.04 11.01  0.10
H: 21.80 -3.16 11.10  0.07
H: 21.86 -5.42 10.24  0.08
H: 22.90 -5.56 11.53  0.11
H: 23.53 -5.86 8.86  0.07
C: 22.10 -0.58 13.41  -0.10
C: 21.72 0.85 12.96  -0.30
O: 20.36 0.73 13.32  -0.09
H: 21.71 -1.35 12.80  0.03
H: 22.04 -0.88 14.51  0.11
H: 23.19 -0.62 13.26  0.07
H: 21.84 0.99 11.92  0.07
H: 22.39 1.54 13.58  0.14
H: 20.03 1.61 13.26  0.06
C: 20.42 -0.69 9.45  -0.08
C: 19.59 -1.84 8.94  -0.32
O: 18.77 -1.49 7.87  -0.08
H: 19.76 0.03 9.88  0.07
H: 20.93 -0.23 8.65  0.02
H: 21.10 -0.97 10.28  0.08
H: 19.05 -2.05 9.88  0.12
H: 20.06 -2.74 8.60  0.11
H: 17.89 -1.21 8.16  0.12
C: 24.15 0.48 9.77  -0.07
C: 24.95 1.03 8.64  -0.30
O: 24.63 2.33 8.24  -0.08
H: 23.08 0.52 9.73  0.04
H: 24.46 1.04 10.67  0.10
H: 24.48 -0.48 9.98  0.05
H: 24.89 0.33 7.78  0.11
H: 25.92 1.10 8.97  0.09
H: 24.73 2.37 7.29  0.03
C: 24.85 5.82 5.69  -0.18
O: 23.64 5.97 5.03  -0.12
H: 25.53 5.62 4.89  0.07
H: 24.95 4.99 6.39  0.07
H: 25.10 6.73 6.29  0.10
H: 23.61 6.80 4.54  0.11

orbital gap: 8.38 eV
ΔE to the lowest compared entry with this formula, charge and spin: 248.1 kJ/mol
LUMO energy: 0.1017 eV
max |F|: 8.8 eV/Å
E_HOMO: -8.28 eV

=====

[4]
Formula: C9H20NO12S2
Source: the OMol25 dataset
Level of theory: ωB97M-V with the def2-TZVPD basis set

Each line ends with the natural charge from an NBO analysis.
Atoms and positions in Å:
N: 3.45 0.53 -0.26  0.70
O: 2.68 -0.11 -1.06  -0.61
O: 4.63 0.80 -0.46  -0.50
O: 2.83 0.82 0.81  -0.59
O: 0.65 -4.97 5.31  -0.91
S: -0.58 -4.52 4.78  2.32
O: -1.54 -4.07 5.81  -0.96
O: -0.49 -3.13 3.80  -0.68
C: 0.83 -2.59 3.60  -0.09
C: 0.76 -1.93 2.20  -0.66
C: -1.44 -5.78 3.93  -0.79
H: 1.86 -3.31 3.74  0.20
H: 0.95 -1.82 4.26  0.19
H: 1.70 -1.09 2.06  0.26
H: -0.04 -1.40 1.90  0.21
H: 1.14 -2.58 1.38  0.21
H: -0.69 -6.03 3.02  0.23
H: -2.22 -5.37 3.67  0.22
H: -1.61 -6.51 4.56  0.24
O: -0.35 3.43 -3.15  -0.90
S: -0.83 2.19 -3.78  2.32
O: -2.18 1.71 -3.83  -0.93
O: -0.36 2.30 -5.38  -0.72
C: -1.09 3.10 -6.24  -0.07
C: -0.76 2.73 -7.66  -0.60
C: 0.22 0.86 -3.39  -0.89
H: -0.77 4.22 -6.34  0.16
H: -2.12 3.02 -6.10  0.19
H: 0.15 2.40 -7.68  0.21
H: -1.06 3.65 -8.20  0.20
H: -1.36 1.97 -8.16  0.19
H: -0.31 0.44 -2.47  0.27
H: 1.07 1.19 -2.92  0.29
H: 0.30 0.27 -4.36  0.27
C: -1.06 1.53 2.21  -0.07
C: -0.08 2.61 1.97  -0.11
O: 0.53 2.70 3.26  -0.48
C: 0.18 1.65 4.01  0.97
O: 0.67 1.45 5.11  -0.60
O: -0.65 0.88 3.29  -0.48
H: -1.22 0.86 1.31  0.19
H: -1.92 1.87 2.42  0.16
H: -0.73 3.43 1.71  0.17
H: 0.82 2.62 1.32  0.25

orbital gap: 7.13 eV
ΔE to the lowest compared entry with this formula, charge and spin: 161.9 kJ/mol
LUMO energy: 2.2551 eV
max |F|: 11.0 eV/Å
net charge: -1
E_HOMO: -4.88 eV

=====

[5]
Formula: CH3Cl2NOS
Source: the OMol25 dataset
Level of theory: ωB97M-V with the def2-TZVPD basis set

Each line ends with the natural charge from an NBO analysis.
Atoms and positions in Å:
C: 1.34 0.18 -0.05  -0.63
N: -1.52 -0.04 0.27  -0.68
O: 0.16 2.55 0.05  -0.81
S: 0.37 1.43 0.98  1.11
Cl: 2.92 0.70 -0.53  0.01
Cl: -2.24 1.08 -0.77  0.17
H: 1.47 -0.61 0.75  0.23
H: 0.66 -0.11 -0.91  0.26
H: -2.03 -0.08 1.21  0.35

orbital gap (spin up / spin down): 7.96 / 8.69 eV
ΔE to the lowest compared entry with this formula, charge and spin: 124.6 kJ/mol
LUMO energy (spin up / spin down): -1.2162 / -1.1793 eV
max |F|: 2.5 eV/Å
E_HOMO (spin up / spin down): -9.18 / -9.87 eV

=====

[6]
Formula: C4H9NO2
Source: the OMol25 dataset
Level of theory: ωB97M-V with the def2-TZVPD basis set

Each line ends with the natural charge from an NBO analysis.
Atoms and positions in Å:
C: -1.57 0.15 -1.93  -0.41
N: -0.66 -0.11 -0.83  -0.59
C: -0.32 -1.33 -0.46  0.53
O: 0.45 -1.64 0.48  -0.60
C: 1.51 -0.16 1.24  -0.20
C: 0.72 0.96 1.69  0.05
O: 0.11 1.75 0.87  -0.78
H: -2.48 0.63 -1.57  0.21
H: -1.09 0.81 -2.66  0.21
H: -1.84 -0.79 -2.44  0.20
H: -0.75 -2.16 -1.05  0.14
H: 1.94 -0.83 1.97  0.23
H: 2.01 -0.03 0.28  0.22
H: 0.36 0.87 2.73  0.16
H: 1.95 1.17 1.89  0.20
H: -0.35 0.72 -0.22  0.45

orbital gap: 9.65 eV
ΔE to the lowest compared entry with this formula, charge and spin: 370.2 kJ/mol
LUMO energy: 0.8834 eV
max |F|: 0.6 eV/Å
E_HOMO: -8.77 eV

=====

Q: Which value of max |F| does entry 6 give?
A: 0.6 eV/Å